Entry from the Open Molecules 2025 dataset: C49H44IMnO3P2S4 as an isolated structure (ωB97M-V/def2-TZVPD).

Element x y z (Å)
1 Mn -0.075 -0.703 0.020
2 O 2.044 1.399 1.361
3 S 1.951 0.059 0.777
4 C 2.352 -1.127 2.058
5 C 3.588 -1.676 2.347
6 C 3.723 -2.511 3.449
7 C 2.634 -2.764 4.263
8 C 1.404 -2.175 3.992
9 C 1.233 -1.352 2.888
10 P -0.316 -0.448 2.464
11 C -0.190 1.069 3.475
12 C 0.974 1.423 4.151
13 C 0.987 2.552 4.958
14 C -0.152 3.331 5.090
15 C -1.313 2.984 4.412
16 C -1.335 1.856 3.609
17 C -1.837 -1.123 3.173
18 C -1.966 -1.622 4.471
19 C -3.223 -1.891 4.989
20 C -4.364 -1.606 4.246
21 C -4.246 -1.054 2.981
22 C -2.985 -0.831 2.442
23 C 3.056 0.101 -0.620
24 C 4.337 -0.255 -0.693
25 C 5.088 -0.161 -1.943
26 C 4.547 0.288 -3.070
27 C 3.128 0.797 -3.159
28 C 2.307 0.640 -1.824
29 P -0.103 1.552 -1.006
30 C -0.439 3.178 -0.305
31 C -1.102 4.143 -1.076
32 C -1.345 5.403 -0.556
33 C -0.930 5.716 0.732
34 C -0.280 4.765 1.504
35 C -0.041 3.499 0.995
36 C -1.073 1.599 -2.538
37 C -2.422 1.259 -2.451
38 C -3.255 1.401 -3.548
39 C -2.747 1.877 -4.749
40 C -1.414 2.246 -4.840
41 C -0.584 2.124 -3.732
42 H 4.458 -1.481 1.746
43 H 4.685 -2.951 3.672
44 H 2.740 -3.410 5.124
45 H 0.579 -2.375 4.657
46 H 1.877 0.835 4.060
47 H 1.891 2.817 5.490
48 H -0.139 4.203 5.730
49 H -2.207 3.586 4.514
50 H -2.252 1.595 3.097
51 H -1.108 -1.757 5.111
52 H -3.316 -2.290 5.989
53 H -5.343 -1.794 4.665
54 H -5.134 -0.800 2.416
55 H -2.892 -0.398 1.449
56 H 4.869 -0.629 0.164
57 H 6.123 -0.478 -1.932
58 H 5.149 0.363 -3.966
59 H 1.259 0.531 -4.156
60 H -1.441 3.922 -2.077
61 H -1.858 6.141 -1.157
62 H -1.118 6.704 1.131
63 H 0.042 5.006 2.507
64 H 0.480 2.778 1.600
65 H -2.834 0.911 -1.510
66 H -4.305 1.150 -3.467
67 H -3.398 1.986 -5.606
68 H -1.032 2.663 -5.763
69 H 0.430 2.505 -3.779
70 C -2.025 -4.199 1.747
71 C -0.508 -4.135 1.623
72 S 0.333 -3.073 0.398
73 C -0.068 -3.897 -1.169
74 C -1.136 -3.241 -2.053
75 S -1.853 -1.681 -1.443
76 C -3.585 -2.158 -1.151
77 C -3.942 -3.039 0.042
78 S -3.013 -4.580 0.271
79 H -2.418 -3.285 2.182
80 H -2.226 -4.995 2.467
81 H -0.091 -5.119 1.403
82 H -0.090 -3.833 2.583
83 H -0.369 -4.907 -0.901
84 H 0.872 -3.962 -1.710
85 H -1.970 -3.920 -2.199
86 H -0.710 -3.008 -3.026
87 H -3.880 -2.629 -2.089
88 H -4.138 -1.218 -1.090
89 H -4.989 -3.324 -0.078
90 H -3.877 -2.479 0.967
91 I 4.008 1.793 -8.001
92 C 3.389 1.180 -6.170
93 C 3.153 -0.240 -6.068
94 C 2.514 -0.873 -5.060
95 C 2.096 -0.136 -3.858
96 C 3.169 2.113 -3.852
97 C 3.251 2.236 -5.198
98 C 1.593 -0.533 -2.493
99 O 1.475 1.753 -1.584
100 O 0.936 -1.411 -1.989
101 H 3.432 -0.825 -6.934
102 H 2.285 -1.928 -5.169
103 H 3.209 3.015 -3.248
104 H 3.349 3.238 -5.596

Cartesian forces, eV/Å:
0.14 0.04 -0.10
0.04 0.07 0.03
0.00 -0.12 0.08
0.00 0.02 0.05
0.00 -0.01 0.02
0.00 0.00 0.00
-0.03 0.01 0.00
0.05 -0.01 0.00
0.02 0.04 -0.03
0.00 0.10 -0.19
-0.03 -0.01 -0.07
-0.02 0.05 0.03
0.03 -0.01 -0.02
-0.02 0.01 0.03
0.00 -0.03 -0.01
0.06 0.05 0.01
0.09 -0.03 0.08
-0.07 0.07 -0.04
0.02 -0.01 0.00
-0.02 -0.01 0.00
0.04 -0.01 0.01
-0.05 0.07 0.01
0.06 0.04 0.05
-0.08 0.02 0.00
0.04 0.01 -0.04
0.02 -0.01 0.02
-0.04 -0.05 -0.01
-0.08 -0.01 0.11
0.02 0.11 0.05
-0.05 -0.04 -0.05
-0.04 0.02 0.01
0.03 0.00 0.01
0.00 0.00 0.00
-0.02 0.02 -0.04
0.04 0.03 0.02
-0.05 -0.01 0.06
0.01 0.01 -0.02
-0.03 0.00 0.02
-0.02 0.00 -0.04
0.06 0.00 0.06
0.03 -0.02 -0.06
0.02 0.01 -0.03
0.00 0.00 0.00
0.00 0.00 0.00
0.03 -0.01 0.00
-0.01 -0.02 -0.01
0.00 0.00 0.00
0.00 0.00 0.00
0.00 0.00 0.01
-0.02 -0.01 -0.01
-0.03 -0.01 0.00
0.00 0.00 0.00
0.00 0.00 0.01
0.01 0.00 -0.01
-0.01 -0.02 -0.01
0.00 -0.02 0.03
0.00 0.01 0.00
0.01 0.00 0.00
0.02 0.01 -0.01
-0.01 0.01 0.01
0.00 0.00 -0.01
0.00 0.00 0.01
0.00 -0.01 0.00
0.01 -0.03 0.04
0.01 0.04 -0.01
0.00 0.00 0.00
0.00 0.00 0.01
0.01 0.00 0.00
0.01 -0.02 0.00
-0.03 0.05 0.00
-0.02 -0.05 -0.07
0.05 -0.12 -0.02
-0.08 -0.02 0.01
0.03 0.02 0.08
-0.05 -0.18 -0.05
0.02 -0.08 0.09
0.02 0.00 -0.07
0.08 0.01 0.01
0.01 -0.01 -0.02
0.00 -0.01 0.00
-0.02 -0.01 0.01
0.02 0.01 0.01
0.00 -0.01 -0.02
0.01 0.01 0.02
-0.02 -0.01 0.01
-0.02 0.01 0.00
-0.01 0.01 -0.01
0.01 0.01 0.01
0.00 0.00 -0.02
0.00 -0.02 0.00
0.01 0.02 -0.04
-0.04 -0.05 0.08
0.03 0.08 -0.02
-0.03 -0.07 0.04
0.01 0.11 -0.01
-0.04 0.06 0.01
0.02 -0.06 -0.04
-0.06 -0.37 0.16
0.03 -0.07 -0.03
-0.12 0.41 -0.18
0.00 -0.01 0.00
0.00 0.00 0.00
0.00 0.00 0.00
0.00 0.01 0.02

As for the HOMO energy (spin up / spin down): -15.147 / -15.147 eV. For the LUMO energy (spin up / spin down), the calculation gives -10.36 / -10.36 eV. Its multiplicity is 2. The net charge is +3. The calculation puts the frontier orbital gap (spin up / spin down) at 4.8 / 4.8 eV.

=====

Entry from the Open Molecules 2025 dataset: C49H44N5O7P5SSe2V as an isolated structure (ωB97M-V/def2-TZVPD).

Element x y z (Å)
1 V 0.403 -2.065 -1.203
2 S -1.146 -3.174 0.450
3 C -2.839 -2.877 0.160
4 C -3.780 -3.577 0.950
5 C -5.125 -3.412 0.728
6 C -5.546 -2.545 -0.280
7 C -4.563 -1.884 -0.991
8 N -3.254 -2.017 -0.783
9 H -3.411 -4.243 1.718
10 H -5.849 -3.956 1.326
11 H -6.593 -2.401 -0.513
12 H -4.841 -1.199 -1.789
13 O -1.360 -4.708 -2.542
14 P -0.777 -3.668 -3.603
15 O -1.479 -3.821 -4.889
16 O -0.682 -2.288 -2.969
17 O 0.799 -4.128 -3.801
18 P 1.727 -4.662 -2.587
19 O 3.134 -3.993 -3.072
20 O 1.878 -6.130 -2.560
21 O 1.254 -3.937 -1.344
22 H -1.075 -4.513 -1.629
23 H 3.823 -4.638 -2.888
24 Se 5.966 -0.931 3.569
25 P 3.968 -0.260 3.374
26 C 3.027 -0.850 4.816
27 C 2.578 -0.037 5.849
28 C 1.940 -0.596 6.950
29 C 1.756 -1.967 7.025
30 C 2.212 -2.785 5.998
31 C 2.847 -2.231 4.901
32 C 3.971 1.557 3.358
33 C 3.578 2.246 2.219
34 C 3.758 3.621 2.141
35 C 4.317 4.312 3.202
36 C 4.715 3.626 4.344
37 C 4.560 2.253 4.415
38 C 3.063 -0.839 1.936
39 C 1.739 -0.883 1.452
40 N 1.801 -1.562 0.283
41 N 3.063 -1.908 0.063
42 N 3.828 -1.496 1.038
43 P 0.149 -0.051 1.676
44 Se -0.762 0.348 -0.208
45 C -0.882 -0.991 2.834
46 C -2.261 -0.802 2.803
47 C -3.065 -1.468 3.711
48 C -2.498 -2.317 4.656
49 C -1.124 -2.501 4.687
50 C -0.316 -1.841 3.773
51 C 0.379 1.502 2.618
52 C 0.268 2.726 1.964
53 C 0.392 3.910 2.675
54 C 0.640 3.882 4.040
55 C 0.741 2.665 4.698
56 C 0.595 1.480 3.991
57 H 2.703 1.036 5.788
58 H 1.580 0.046 7.745
59 H 1.253 -2.401 7.882
60 H 2.066 -3.857 6.047
61 H 3.204 -2.865 4.097
62 H 3.149 1.706 1.384
63 H 3.454 4.148 1.246
64 H 4.452 5.385 3.139
65 H 5.171 4.159 5.169
66 H 4.935 1.707 5.271
67 H -2.695 -0.178 2.031
68 H -4.140 -1.349 3.662
69 H -3.133 -2.850 5.354
70 H -0.676 -3.173 5.409
71 H 0.751 -2.020 3.764
72 H 0.067 2.731 0.900
73 H 0.300 4.857 2.158
74 H 0.753 4.807 4.591
75 H 0.919 2.635 5.766
76 H 0.633 0.536 4.518
77 N 1.943 -1.241 -2.677
78 H 1.690 -1.745 -3.522
79 H 2.822 -1.629 -2.342
80 H 2.070 -0.263 -2.910
81 C -2.681 -0.716 -7.728
82 C -1.617 -1.305 -7.060
83 C -1.222 -0.824 -5.823
84 C -1.871 0.260 -5.234
85 C -2.962 0.822 -5.898
86 C -3.358 0.342 -7.138
87 P -1.328 0.740 -3.547
88 C 0.185 1.737 -3.931
89 C 0.745 2.476 -2.884
90 C 1.917 3.191 -3.061
91 C 2.567 3.180 -4.290
92 C 2.025 2.448 -5.335
93 C 0.845 1.734 -5.156
94 C -2.478 2.145 -3.201
95 C -3.432 1.922 -2.211
96 C -4.348 2.911 -1.872
97 C -4.310 4.140 -2.513
98 C -3.353 4.378 -3.494
99 C -2.446 3.387 -3.834
100 H -3.003 -1.102 -8.688
101 H -1.123 -2.176 -7.469
102 H -0.439 -1.336 -5.281
103 H -3.516 1.634 -5.445
104 H -4.210 0.790 -7.637
105 H 0.261 2.473 -1.914
106 H 2.335 3.748 -2.230
107 H 3.492 3.727 -4.426
108 H 2.520 2.427 -6.299
109 H 0.440 1.167 -5.986
110 H -3.438 0.971 -1.692
111 H -5.082 2.721 -1.099
112 H -5.017 4.916 -2.245
113 H -3.314 5.340 -3.992
114 H -1.701 3.576 -4.599

Cartesian forces, eV/Å:
-0.45 0.52 -0.18
-0.15 -0.30 -0.06
0.07 0.05 0.07
-0.02 0.01 0.03
-0.02 -0.01 0.02
-0.02 -0.01 0.00
0.06 0.05 -0.01
0.01 -0.02 -0.02
0.00 -0.02 0.00
0.00 -0.01 0.00
0.00 0.02 0.00
0.00 0.01 -0.02
0.02 -0.09 0.01
-0.07 0.05 0.02
0.16 0.06 -0.16
-0.11 -0.34 -0.11
-0.14 -0.19 0.01
-0.18 -0.04 0.00
0.04 0.06 -0.01
0.12 0.01 0.03
0.19 -0.13 -0.35
-0.05 0.08 0.00
0.01 0.00 -0.02
-0.09 -0.01 -0.02
0.07 -0.02 0.02
0.04 0.03 0.03
0.07 -0.03 0.05
0.01 -0.02 0.00
0.01 0.00 0.00
0.04 0.00 0.03
0.07 0.00 0.06
-0.01 -0.04 -0.02
-0.01 0.03 0.02
-0.02 0.00 0.00
-0.01 0.01 0.02
0.00 0.01 0.00
0.00 -0.02 0.00
0.02 -0.03 0.09
-0.11 0.31 -0.14
0.68 0.14 0.62
-0.03 -0.08 0.08
0.03 0.00 -0.05
-0.02 -0.06 0.09
0.12 -0.02 -0.01
-0.05 0.00 0.00
0.04 0.01 -0.02
-0.01 -0.01 0.04
-0.02 0.01 -0.01
0.01 0.02 -0.01
0.01 -0.03 -0.04
0.07 0.02 -0.06
0.01 -0.02 0.02
0.02 0.00 -0.01
0.02 0.02 0.00
-0.02 0.01 -0.04
-0.11 -0.02 -0.02
0.03 -0.04 0.01
0.00 0.00 0.01
-0.01 0.00 0.00
0.00 -0.01 0.00
0.01 0.00 0.00
-0.01 0.00 -0.01
-0.01 0.01 0.00
0.00 0.00 0.00
0.00 0.00 0.00
0.00 -0.01 0.00
0.00 -0.01 0.01
0.00 0.00 -0.01
0.00 0.00 0.01
-0.01 -0.01 -0.01
-0.09 0.01 -0.04
0.00 0.01 0.00
0.00 0.00 0.00
-0.01 0.00 0.00
0.00 0.01 0.00
-0.05 0.06 -0.06
-0.05 -0.22 0.14
0.02 0.04 -0.03
0.03 0.04 -0.03
-0.07 0.03 0.09
0.01 0.00 0.02
-0.02 0.00 -0.05
0.01 -0.05 0.07
-0.14 -0.07 0.05
0.05 0.06 -0.03
-0.01 0.00 -0.01
0.03 0.32 -0.16
-0.04 -0.06 -0.05
0.00 -0.02 0.04
0.02 0.01 0.00
-0.02 -0.01 0.01
0.00 0.01 0.00
0.00 -0.02 -0.07
0.04 -0.07 0.09
-0.04 0.02 0.01
0.00 -0.02 0.01
0.00 0.01 -0.02
-0.02 0.02 0.02
0.04 0.00 -0.01
-0.01 0.00 0.00
0.01 -0.01 0.02
0.02 -0.01 0.02
0.00 0.01 0.00
0.00 0.00 0.00
0.00 -0.02 0.00
0.00 0.00 0.00
0.00 0.00 0.00
0.01 -0.01 0.00
-0.01 0.00 0.02
-0.02 -0.05 0.01
0.00 0.00 0.00
0.00 0.00 0.00
0.00 0.00 0.00
0.01 0.00 0.00

As for the HOMO energy (spin up / spin down): -1.469 / -2.417 eV. For the LUMO energy (spin up / spin down), the calculation gives 3.54 / 3.54 eV. Its multiplicity is 4. The net charge is -2. The calculation puts the frontier orbital gap (spin up / spin down) at 5.0 / 6.0 eV.

=====

In order of appearance, energy = -158980.850 -286984.871 eV.